(1)
DFT (the ωB97M-V functional and the def2-TZVPD basis) results for C7H10 in the gas phase in a non-equilibrium geometry.

CARTESIAN COORDINATES (ANGSTROEM)
C (-1.43, 1.13, 1.21)
C (-2.03, 1.72, 2.20)
C (0.35, 0.00, 0.23)
C (1.18, -0.57, -0.71)
C (-1.10, 0.29, 0.25)
C (2.61, -1.07, -0.44)
C (-1.83, -0.24, -0.94)
H (-2.27, 1.14, 3.10)
H (-2.24, 2.78, 2.30)
H (0.94, 0.21, 1.12)
H (0.76, -0.77, -1.63)
H (2.69, -1.93, 0.29)
H (3.31, -0.27, -0.07)
H (2.89, -1.52, -1.43)
H (-1.52, -1.25, -0.93)
H (-1.35, 0.35, -1.71)
H (-2.85, -0.13, -0.96)

Its net charge is 0. The LUMO energy (alpha / beta) comes out at 1.0490 / -1.8574 eV. The energy above the lowest of the compared OMol25 structures with the same formula, charge and spin is 17.16 kcal/mol. For the HOMO-LUMO gap (alpha / beta), the calculation gives 6.03 / 7.66 eV. The multiplicity is 3. The expectation value of S² is 2.019. Its total energy is -7414.6353 eV.

Here are the Mulliken charges for atoms 1 to 6, given in e: C -0.082; C -0.816; C -0.266; C -0.361; C 0.816; C -1.041

***

(2)
DFT (the ωB97M-V functional and the def2-TZVPD basis) results for a molecular structure, C7H10BBr12ClO4 in a non-equilibrium geometry.

CARTESIAN COORDINATES (ANGSTROEM)
C (1.04, 4.07, 0.19)
O (-0.11, 3.16, 0.07)
B (0.28, 1.87, -0.58)
O (1.16, 0.98, 0.22)
C (-0.33, 1.56, -2.07)
O (0.66, 1.53, -3.16)
C (1.71, 0.53, -2.92)
O (2.99, 0.94, -3.03)
Cl (1.42, -1.26, -2.43)
H (2.04, 3.51, 0.52)
H (0.81, 4.84, 1.07)
H (1.18, 4.74, -0.77)
H (2.09, 1.20, -0.12)
H (-1.04, 0.60, -2.03)
H (-1.08, 2.46, -2.33)
C (5.59, -1.95, -2.85)
Br (6.15, -2.69, -4.56)
Br (5.17, -3.34, -1.55)
Br (6.88, -0.68, -2.15)
H (4.66, -1.40, -3.03)
C (-2.58, 0.28, 2.69)
Br (-3.78, 1.81, 2.72)
Br (-3.49, -1.35, 2.14)
Br (-1.00, 0.62, 1.62)
H (-2.24, 0.12, 3.72)
C (-0.36, -5.05, -2.38)
Br (-0.25, -6.87, -3.06)
Br (1.40, -4.32, -2.01)
Br (-1.39, -3.90, -3.56)
H (-0.89, -5.10, -1.43)
C (-5.28, 0.65, 6.10)
Br (-7.08, 0.10, 5.61)
Br (-5.29, 2.24, 7.22)
Br (-4.28, -0.81, 6.93)
H (-4.76, 0.91, 5.18)

Its net charge is 0. The LUMO energy comes out at -0.3756 eV. For the HOMO-LUMO gap, the calculation gives 9.89 eV. Its total energy is -869316.5211 eV.

Here are the Mulliken charges for atoms 1 to 6, given in e: C -0.609; O -0.375; B 0.814; O -0.637; C -0.394; O -0.262

***

Question: Which value of net charge does entry 2 give?
Answer: 0

***

Question: Which of these has the highest total energy?
Answer: C7H10